(1)
# C33H32Ge2N4Ru

A structure of composition C33H32Ge2N4Ru in a non-equilibrium geometry (wB97M-V/def2-TZVPD, the OMol25 dataset).

Electronic energy (Ha): -5743.31526
ΔE to the lowest compared entry with this formula, charge and spin (eV): 1.320
Gap between HOMO and LUMO (alpha / beta) (eV): 5.50 / 5.54

The geometry in ORCA input format:
```
! wB97M-V def2-TZVPD RIJCOSX def2/J DEFGRID3
* xyz 3 2
Ru -0.096 -1.029 0.439
C 3.911 -2.140 -3.244
C 2.532 -1.955 -3.265
C 1.837 -1.861 -2.074
C 2.537 -1.969 -0.873
C 3.920 -2.155 -0.838
C 4.599 -2.238 -2.037
N 1.781 -1.894 0.313
N 2.292 -2.277 1.380
C 1.470 -2.134 2.506
C 1.905 -2.572 3.729
C 1.029 -2.478 4.811
C -0.238 -1.955 4.621
C -0.603 -1.514 3.360
N 0.238 -1.601 2.323
H 4.456 -2.218 -4.176
H 2.005 -1.906 -4.209
H 0.761 -1.756 -2.075
H 4.438 -2.234 0.108
H 5.671 -2.389 -2.038
H 2.898 -2.989 3.825
H 1.341 -2.823 5.788
H -0.947 -1.882 5.434
H -1.576 -1.083 3.162
N -6.117 -4.559 -1.314
C -5.168 -3.938 -1.132
C -3.982 -3.163 -0.900
C -4.044 -1.768 -0.999
C -2.916 -0.997 -0.778
C -1.728 -1.647 -0.427
C -1.645 -3.043 -0.395
C -2.782 -3.808 -0.596
H -4.986 -1.296 -1.248
H -2.985 0.076 -0.842
H -0.703 -3.552 -0.208
H -2.741 -4.888 -0.552
C -0.651 4.023 -2.190
Ge -1.476 2.343 -2.666
C -3.386 2.208 -2.489
C -0.639 1.142 -3.914
Ge -0.363 1.437 -0.130
C -1.165 2.336 1.334
C -2.415 1.908 1.820
C -2.981 2.517 2.925
C -2.323 3.584 3.534
C -1.098 4.040 3.046
C -0.519 3.421 1.954
C 1.551 1.424 -0.016
C 2.140 1.262 1.256
C 3.514 1.132 1.383
C 4.315 1.185 0.246
C 3.748 1.352 -1.021
C 2.378 1.444 -1.154
H -0.953 4.722 -2.980
H 0.437 3.978 -2.174
H -1.034 4.413 -1.248
H -3.800 2.849 -3.276
H -3.749 2.592 -1.536
H -3.743 1.197 -2.669
H -1.131 1.286 -4.880
H -0.814 0.110 -3.615
H 0.425 1.326 -4.039
H -2.950 1.103 1.324
H -3.941 2.190 3.301
H -2.775 4.076 4.385
H -0.608 4.880 3.521
H 0.432 3.779 1.577
H 1.520 1.285 2.145
H 3.967 1.023 2.360
H 5.391 1.110 0.342
H 4.386 1.410 -1.893
H 1.947 1.549 -2.143
*
```

Here are the Mulliken charges for atoms 1 to 8, given in e: number 1, Ru, carries 0.341; number 2, C, carries -0.576; number 3, C, carries -0.922; number 4, C, carries -0.344; number 5, C, carries 0.627; number 6, C, carries -0.310; number 7, C, carries -0.797; number 8, N, carries 1.251

***

(2)
# C33H32MgN6O2S4

A structure of composition C33H32MgN6O2S4 in a non-equilibrium geometry (wB97M-V/def2-TZVPD, the OMol25 dataset).

Electronic energy (Ha): -3548.60337
ΔE to the lowest compared entry with this formula, charge and spin (eV): 1.184
Gap between HOMO and LUMO (eV): 4.73

The geometry in ORCA input format:
```
! wB97M-V def2-TZVPD RIJCOSX def2/J DEFGRID3
* xyz 0 1
Mg -16.960 1.068 -2.579
C -13.604 2.570 -5.199
C -14.446 1.878 -4.150
N -15.701 2.268 -3.854
N -16.147 3.416 -4.406
C -17.389 3.871 -4.101
N -17.567 5.154 -4.377
S -18.559 2.898 -3.224
C -13.873 0.794 -3.365
C -12.611 0.232 -3.542
C -12.199 -0.699 -2.621
C -13.038 -1.057 -1.553
C -14.359 -0.559 -1.521
N -14.742 0.330 -2.421
H -13.884 3.578 -5.303
H -12.561 2.692 -4.806
H -13.670 2.011 -6.159
H -15.484 4.179 -4.708
H -16.971 5.676 -5.072
H -18.481 5.531 -4.211
H -11.922 0.594 -4.321
H -11.214 -1.139 -2.665
H -12.648 -1.795 -0.854
H -15.093 -0.865 -0.752
S -16.659 -0.672 -8.037
C -17.499 -2.072 -8.279
N -18.605 -2.185 -9.061
C -19.332 -3.459 -9.218
C -19.343 -4.083 -7.848
N -17.943 -4.367 -7.512
C -17.562 -5.759 -7.322
C -17.939 -6.331 -5.953
C -19.153 -6.963 -5.677
C -19.551 -7.206 -4.384
C -18.643 -7.077 -3.332
C -17.375 -6.564 -3.622
C -17.074 -6.135 -4.920
C -17.085 -3.370 -7.550
S -15.552 -3.473 -6.789
C -19.119 -1.019 -9.772
C -20.043 -0.184 -8.982
C -21.037 0.551 -9.658
C -21.949 1.307 -8.977
C -21.959 1.342 -7.584
C -20.866 0.761 -6.856
C -19.873 0.098 -7.575
H -18.741 -4.098 -9.946
H -20.385 -3.299 -9.615
H -20.037 -4.966 -7.830
H -19.734 -3.405 -7.067
H -16.435 -5.748 -7.306
H -18.013 -6.350 -8.156
H -19.824 -7.224 -6.504
H -20.587 -7.374 -4.221
H -18.940 -7.227 -2.324
H -16.638 -6.497 -2.841
H -16.109 -5.636 -5.151
H -19.698 -1.463 -10.660
H -18.245 -0.452 -10.088
H -21.048 0.426 -10.755
H -22.613 1.808 -9.640
H -22.680 1.913 -7.018
H -20.807 0.887 -5.786
H -19.082 -0.398 -7.064
O -17.150 -0.940 0.872
C -17.612 -0.191 0.004
O -17.019 0.795 -0.693
C -19.083 -0.517 -0.434
C -20.113 -0.770 0.514
C -21.449 -0.882 0.041
C -21.779 -0.818 -1.295
C -20.791 -0.661 -2.225
C -19.404 -0.688 -1.883
S -18.174 -1.114 -2.975
H -19.885 -0.652 1.549
H -22.236 -1.029 0.770
H -22.781 -1.033 -1.716
H -21.043 -0.606 -3.290
*
```

Here are the Mulliken charges for atoms 1 to 8, given in e: number 1, Mg, carries 0.696; number 2, C, carries -1.392; number 3, C, carries 0.689; number 4, N, carries 0.721; number 5, N, carries -0.256; number 6, C, carries 0.413; number 7, N, carries -0.445; number 8, S, carries -0.441

***

(3)
# C33H32NO6S2

A cluster of 2 separate species, C33H32NO6S2 in total in a non-equilibrium geometry (wB97M-V/def2-TZVPD, the OMol25 dataset).

Electronic energy (Ha): -2579.21972
ΔE to the lowest compared entry with this formula, charge and spin (eV): 1.371
Gap between HOMO and LUMO (eV): 5.54

The geometry in ORCA input format:
```
! wB97M-V def2-TZVPD RIJCOSX def2/J DEFGRID3
* xyz -1 1
C 4.671 1.789 0.850
C 3.742 2.787 0.173
N 2.942 2.221 -0.922
C 3.646 2.166 -2.200
C 3.835 3.569 -2.748
C 1.862 1.384 -0.690
C 1.110 1.679 0.531
C 0.622 3.014 0.695
C 0.381 3.572 2.090
C 1.376 3.565 3.076
C 1.162 4.217 4.301
C -0.073 4.825 4.571
C -1.081 4.806 3.594
C -0.834 4.227 2.349
O 0.402 3.765 -0.277
O 1.556 0.480 -1.482
H 5.330 2.340 1.529
H 4.105 1.058 1.438
H 5.275 1.262 0.100
H 3.056 3.244 0.898
H 4.336 3.593 -0.275
H 4.635 1.720 -2.012
H 3.069 1.540 -2.889
H 4.173 3.533 -3.787
H 2.883 4.108 -2.715
H 4.573 4.121 -2.156
H 1.082 0.894 1.286
H 2.315 3.045 2.867
H 1.964 4.245 5.043
H -0.263 5.292 5.542
H -2.061 5.242 3.799
H -1.590 4.262 1.562
C -4.654 -0.830 -4.389
C -4.733 -2.004 -3.633
C -3.615 -2.459 -2.930
C -2.424 -1.728 -2.984
S -0.955 -2.382 -2.182
C -1.029 -1.903 -0.465
C -1.010 -0.611 0.002
C -1.786 -0.271 1.182
C -2.956 -1.000 1.526
C -3.594 -0.783 2.746
C -3.098 0.158 3.655
C -1.974 0.918 3.313
C -1.425 0.777 2.042
S -0.997 -3.270 0.732
C -0.032 -4.619 0.030
C -0.591 -5.894 -0.013
C 0.145 -6.933 -0.583
C 1.446 -6.701 -1.039
C 2.019 -5.429 -0.920
C 1.287 -4.387 -0.350
O -0.273 -2.813 1.897
O -2.346 -3.799 0.827
O -1.196 -3.812 -2.242
O 0.213 -1.808 -2.795
C -2.333 -0.561 -3.747
C -3.458 -0.108 -4.441
H -5.525 -0.482 -4.945
H -5.659 -2.577 -3.587
H -3.655 -3.378 -2.347
H -0.455 0.139 -0.562
H -3.386 -1.698 0.808
H -4.485 -1.367 2.971
H -3.588 0.305 4.619
H -1.523 1.618 4.020
H -0.666 1.465 1.695
H -1.599 -6.050 0.370
H -0.317 -7.916 -0.672
H 2.026 -7.514 -1.476
H 3.038 -5.236 -1.258
H 1.725 -3.400 -0.203
H -1.384 -0.029 -3.788
H -3.384 0.807 -5.028
*
```

Here are the Mulliken charges for atoms 1 to 8, given in e: number 1, C, carries -1.259; number 2, C, carries -0.403; number 3, N, carries 0.639; number 4, C, carries -0.535; number 5, C, carries -1.207; number 6, C, carries -0.530; number 7, C, carries -0.480; number 8, C, carries 0.002

***

(4)
# C33H32PSiSn

A structure of composition C33H32PSiSn in a non-equilibrium geometry (wB97M-V/def2-TZVPD, the OMol25 dataset).

Electronic energy (Ha): -2121.41428
Gap between HOMO and LUMO (alpha / beta) (eV): 4.47 / 4.58

The geometry in ORCA input format:
```
! wB97M-V def2-TZVPD RIJCOSX def2/J DEFGRID3
* xyz -1 1
Sn 1.802 1.265 -0.246
C -0.582 4.533 2.089
C -1.893 3.883 1.734
C -3.090 4.534 2.079
C -4.325 3.964 1.771
C -4.383 2.731 1.125
C -3.207 2.068 0.774
C -1.946 2.629 1.065
P -0.369 1.773 0.662
C -1.041 0.964 -0.845
C -1.327 1.751 -1.968
C -1.844 1.175 -3.133
C -2.081 -0.197 -3.183
C -1.809 -0.997 -2.075
C -1.289 -0.436 -0.893
C -1.021 -1.337 0.280
C 0.009 0.997 2.257
C -0.962 0.970 3.291
C -0.689 0.371 4.522
C 0.544 -0.217 4.761
C 1.518 -0.213 3.768
C 1.270 0.382 2.518
C 2.360 0.332 1.542
H -0.730 5.504 2.607
H 0.008 4.719 1.167
H -0.004 3.872 2.767
H -3.070 5.491 2.588
H -5.239 4.476 2.043
H -5.343 2.291 0.893
H -3.304 1.110 0.284
H -1.148 2.821 -1.947
H -2.056 1.793 -3.993
H -2.482 -0.642 -4.085
H -2.006 -2.061 -2.138
H -1.284 -2.393 0.058
H -1.631 -1.012 1.148
H 0.054 -1.309 0.544
H -1.941 1.396 3.180
H -1.448 0.363 5.296
H 0.748 -0.680 5.718
H 2.475 -0.679 3.973
H 2.655 -0.732 1.301
H 3.289 0.847 1.928
C 1.960 -1.645 -5.635
C 0.686 -1.935 -5.154
C 0.381 -1.726 -3.806
C 1.348 -1.220 -2.919
C 2.629 -0.932 -3.423
C 2.931 -1.145 -4.770
Si 0.926 -0.925 -1.115
C 1.660 -2.411 -0.234
C 0.841 -3.485 0.160
C 1.381 -4.587 0.828
C 2.743 -4.635 1.111
C 3.568 -3.581 0.729
C 3.033 -2.475 0.063
H 2.197 -1.811 -6.682
H -0.072 -2.327 -5.826
H -0.624 -1.964 -3.459
H 3.412 -0.543 -2.774
H 3.927 -0.922 -5.145
H -0.536 -0.955 -0.958
H -0.227 -3.477 -0.050
H 0.735 -5.409 1.124
H 3.161 -5.494 1.628
H 4.632 -3.619 0.946
H 3.707 -1.670 -0.225
H 2.412 2.790 0.359
*
```

Here are the Mulliken charges for atoms 1 to 8, given in e: number 1, Sn, carries 0.911; number 2, C, carries -1.307; number 3, C, carries 1.140; number 4, C, carries -0.918; number 5, C, carries -0.609; number 6, C, carries -0.911; number 7, C, carries -0.348; number 8, C, carries 0.574

***

(5)
# C33H33BClF4N3Ti

A structure of composition C33H33BClF4N3Ti in a non-equilibrium geometry (wB97M-V/def2-TZVPD, the OMol25 dataset).

Electronic energy (Ha): -3175.28689
ΔE to the lowest compared entry with this formula, charge and spin (eV): 1.627
Gap between HOMO and LUMO (alpha / beta) (eV): 6.01 / 6.02

The geometry in ORCA input format:
```
! wB97M-V def2-TZVPD RIJCOSX def2/J DEFGRID3
* xyz 2 1
Ti 10.494 -13.498 -2.306
C 8.290 -16.271 1.843
C 9.289 -16.997 0.968
C 10.600 -16.541 0.707
C 11.595 -17.324 0.123
C 13.061 -16.870 -0.018
C 11.165 -18.535 -0.449
C 9.821 -18.958 -0.364
C 9.471 -20.311 -0.918
C 8.915 -18.214 0.396
H 7.653 -15.619 1.258
H 7.716 -16.981 2.365
H 8.794 -15.595 2.497
H 10.943 -15.605 1.190
H 13.648 -17.083 0.894
H 13.192 -15.801 -0.228
H 13.527 -17.530 -0.775
H 11.818 -19.092 -1.013
H 10.239 -21.076 -0.578
H 9.499 -20.235 -2.014
H 8.475 -20.719 -0.684
H 7.926 -18.631 0.723
C 12.402 -10.611 -3.213
C 12.784 -11.867 -3.964
C 13.754 -11.745 -4.962
C 14.312 -12.898 -5.508
C 13.883 -14.133 -5.025
C 12.827 -14.144 -4.138
N 12.316 -13.056 -3.530
C 12.099 -15.399 -3.943
C 12.566 -16.654 -4.189
C 11.716 -17.733 -4.013
C 10.440 -17.548 -3.507
C 10.000 -16.248 -3.311
N 10.845 -15.218 -3.537
C 8.690 -15.821 -2.816
C 7.704 -16.759 -2.571
C 6.411 -16.336 -2.311
C 6.175 -14.939 -2.422
C 7.245 -13.985 -2.680
C 6.864 -12.544 -2.892
N 8.481 -14.460 -2.871
H 13.077 -9.799 -3.484
H 12.440 -10.759 -2.134
H 11.416 -10.293 -3.510
H 14.037 -10.787 -5.258
H 15.021 -12.774 -6.314
H 14.249 -15.099 -5.402
H 13.588 -16.817 -4.559
H 12.048 -18.761 -4.301
H 9.721 -18.308 -3.374
H 7.885 -17.816 -2.575
H 5.568 -17.006 -2.012
H 5.162 -14.616 -2.239
H 5.793 -12.559 -3.229
H 7.483 -11.967 -3.586
H 6.874 -11.988 -1.953
Cl 7.254 -10.383 3.773
C 8.075 -10.813 2.310
C 8.990 -11.875 2.190
C 9.541 -12.182 0.949
C 9.140 -11.503 -0.203
C 9.599 -11.908 -1.508
C 8.236 -10.420 -0.117
C 7.846 -10.050 1.147
H 9.297 -12.456 3.074
H 10.293 -12.909 0.873
H 10.671 -11.736 -1.759
H 9.098 -11.422 -2.323
H 7.939 -9.899 -1.016
H 7.294 -9.151 1.203
F 17.493 -16.651 -2.813
B 16.378 -16.465 -3.442
F 16.016 -17.276 -4.406
F 15.587 -15.459 -3.125
F 11.112 -14.103 -0.803
*
```

Here are the Mulliken charges for atoms 1 to 8, given in e: number 1, Ti, carries 0.800; number 2, C, carries -1.720; number 3, C, carries 0.557; number 4, C, carries -0.120; number 5, C, carries 0.117; number 6, C, carries -1.493; number 7, C, carries -0.268; number 8, C, carries 0.519

***

(6)
# C33H33Cl2N2NaO7STe

A structure of composition C33H33Cl2N2NaO7STe in a non-equilibrium geometry (wB97M-V/def2-TZVPD, the OMol25 dataset).

Electronic energy (Ha): -3662.19821
ΔE to the lowest compared entry with this formula, charge and spin (eV): 0.000
Gap between HOMO and LUMO (eV): 5.64

The geometry in ORCA input format:
```
! wB97M-V def2-TZVPD RIJCOSX def2/J DEFGRID3
* xyz -2 1
Na -1.374 1.049 -0.332
Cl 2.101 3.488 5.904
C 1.041 3.095 4.545
C -0.338 2.966 4.752
C -1.167 2.667 3.703
C -0.692 2.494 2.348
O -1.459 2.165 1.419
C 0.735 2.663 2.187
C 1.404 2.504 0.904
N 0.888 2.703 -0.248
C 1.740 2.595 -1.354
C 3.055 3.001 -1.334
C 3.913 2.790 -2.437
C 3.457 2.169 -3.559
C 2.090 1.801 -3.647
C 1.559 1.163 -4.793
C 0.229 0.896 -4.848
C -0.592 1.300 -3.768
N -0.138 1.859 -2.680
C 1.205 2.072 -2.582
C 1.559 2.922 3.284
H -0.737 3.081 5.753
H -2.230 2.530 3.862
H 2.457 2.191 0.977
H 3.438 3.484 -0.445
H 4.947 3.111 -2.373
H 4.114 1.959 -4.396
H 2.225 0.893 -5.606
H -0.211 0.387 -5.697
H -1.667 1.167 -3.821
H 2.631 3.001 3.131
O -5.142 2.098 -1.498
Cl -3.740 2.119 -1.844
O -3.584 2.348 -3.266
O -3.139 0.815 -1.507
O -3.040 3.130 -1.079
O -0.070 -0.360 -1.034
S 0.919 -1.273 -0.353
C 0.072 -2.823 -0.008
C -1.313 -2.829 0.000
C -1.989 -4.010 0.276
C -1.283 -5.176 0.552
C 0.106 -5.158 0.541
C 0.786 -3.982 0.255
C 1.534 -2.025 -2.000
C 2.893 -2.238 -2.149
C 3.420 -2.688 -3.360
C 2.573 -2.927 -4.431
C 1.203 -2.706 -4.289
C 0.692 -2.249 -3.085
H -1.844 -1.906 -0.194
H -3.073 -4.013 0.288
H -1.814 -6.094 0.773
H 0.663 -6.064 0.755
H 1.870 -3.964 0.238
H 3.557 -2.033 -1.312
H 4.489 -2.838 -3.466
H 2.975 -3.271 -5.378
H 0.538 -2.875 -5.129
H -0.368 -2.039 -2.976
C -4.854 -0.382 3.442
Te -4.300 0.308 1.505
C -4.711 2.334 1.973
H -4.181 0.035 4.190
H -4.772 -1.468 3.457
H -5.883 -0.097 3.656
H -5.768 2.546 1.827
H -4.098 2.941 1.309
H -4.410 2.506 3.005
C 2.155 -0.748 2.681
C 0.625 -0.811 2.629
C 0.133 -2.132 3.241
O 0.110 -0.572 1.358
H 2.515 -0.916 3.702
H 2.510 0.229 2.349
H 2.599 -1.510 2.034
H 0.248 -0.009 3.285
H 0.681 -2.994 2.850
H -0.924 -2.270 3.008
H 0.253 -2.122 4.331
*
```

Here are the Mulliken charges for atoms 1 to 8, given in e: number 1, Na, carries 1.244; number 2, Cl, carries -0.327; number 3, C, carries 0.123; number 4, C, carries -0.645; number 5, C, carries -0.439; number 6, C, carries -0.138; number 7, O, carries -0.439; number 8, C, carries 0.587